15
Properties=species:S:1:pos:R:3:forces:R:3:nbo_charge:R:1 method="wB97M-V/def2-TZVPD" relative_energy_kj_mol=164.99 homo_ev=-10.57 gap_ev=11.415 smiles="C[C@@H](O)COC=O" e_lumo_ev=0.85 energy_ev=-10419.2935
C -1.39516 1.09870 -0.97344 0.0856 -0.0691 -0.0279 -0.6229
C -0.53942 0.70540 0.21435 0.2725 -0.3640 -0.0964 0.0688
O -1.34928 0.60591 1.37339 -0.1932 -0.9633 0.2843 -0.6980
C 0.10946 -0.67943 0.08120 -1.0645 -1.1460 -0.0836 -0.1233
O 1.38539 -0.65818 -0.57915 -0.3976 -0.6175 -0.0725 -0.5110
C 2.43524 -0.98731 0.22891 -0.0685 -0.0025 -0.2220 0.6505
O 2.44261 -1.10268 1.42308 -0.1977 0.0636 -0.7364 -0.5626
H -2.12033 0.30074 -1.16713 0.0150 0.1951 -0.0852 0.2029
H -0.75984 1.24229 -1.85046 -0.1284 -0.0133 -0.0727 0.2122
H -1.92824 2.03330 -0.75823 0.1336 -0.2518 -0.0594 0.2246
H 0.23565 1.47079 0.34541 -0.0359 -0.1868 0.3193 0.1755
H -1.41108 -0.36591 1.51922 -0.3368 1.1800 0.3696 0.4615
H -0.73314 -1.43298 -0.31457 2.2051 1.4440 -0.1983 0.1813
H 0.37265 -1.13394 1.03308 -0.4968 0.5801 0.5806 0.2131
H 3.29051 -1.16047 -0.43044 0.2076 0.1513 0.1006 0.1275